# 1
{"formula": "C37H51Cl66NO5", "method": "the ωB97M-V functional and the def2-TZVPD basis", "species": ["Cl", "Cl", "Cl", "H", "Cl", "H", "H", "C", "Cl", "H", "C", "Cl", "C", "C", "C", "C", "Cl", "Cl", "H", "C", "C", "Cl", "H", "C", "O", "H", "O", "Cl", "Cl", "Cl", "Cl", "H", "H", "H", "H", "H", "Cl", "H", "H", "H", "C", "C", "H", "C", "H", "H", "H", "Cl", "C", "Cl", "C", "Cl", "H", "Cl", "C", "H", "Cl", "Cl", "C", "H", "Cl", "H", "Cl", "Cl", "Cl", "Cl", "C", "Cl", "H", "C", "N", "H", "C", "C", "Cl", "C", "Cl", "Cl", "H", "H", "H", "H", "Cl", "H", "H", "Cl", "Cl", "C", "H", "Cl", "H", "Cl", "Cl", "C", "H", "Cl", "O", "Cl", "H", "Cl", "Cl", "H", "Cl", "H", "Cl", "H", "C", "H", "Cl", "Cl", "H", "C", "H", "Cl", "C", "C", "Cl", "Cl", "Cl", "H", "Cl", "Cl", "Cl", "Cl", "C", "Cl", "C", "Cl", "Cl", "Cl", "H", "C", "C", "Cl", "O", "H", "H", "Cl", "Cl", "Cl", "Cl", "H", "H", "C", "Cl", "C", "Cl", "Cl", "Cl", "H", "C", "H", "Cl", "H", "C", "C", "C", "O", "H", "Cl"], "positions_angstrom": [[-9.79, -1.16, 7.87], [10.59, 2.23, -1.21], [4.40, 1.71, 0.38], [-9.66, 10.16, 1.44], [-10.61, 6.59, -2.37], [0.30, -6.73, 1.11], [12.57, 0.66, 2.91], [-7.29, 4.53, 0.59], [-6.31, 5.99, 0.65], [1.73, 2.61, 1.94], [1.35, 2.09, 5.54], [16.51, -0.94, -1.10], [7.69, 5.66, 1.99], [-9.78, 5.76, -3.70], [3.65, -3.87, -1.86], [-2.11, -1.61, -0.03], [8.40, 0.53, -2.06], [-8.06, -3.12, -3.95], [-0.78, -2.52, -1.44], [-0.47, -6.29, 0.46], [6.03, 1.75, -0.29], [13.69, -0.32, -1.41], [-9.45, -1.31, 5.56], [-4.61, 8.31, 3.72], [3.44, -1.15, -0.20], [-2.25, -0.61, 0.37], [-3.42, -3.49, -0.96], [-10.56, 6.52, 0.77], [-7.87, 8.64, 1.59], [1.37, 3.45, -1.44], [-0.40, 5.18, 0.05], [2.60, -8.38, -6.73], [7.35, 6.44, 1.33], [0.79, 2.26, 0.49], [-10.52, 5.20, -4.26], [1.28, -4.58, -2.47], [-4.08, 2.51, 3.58], [-1.55, -2.18, 0.70], [-1.15, -7.05, 0.08], [-8.09, 4.68, -0.12], [-3.35, 2.83, 2.01], [0.98, -0.46, -0.77], [-5.05, 0.26, 7.70], [9.79, 1.47, -2.59], [4.71, -3.63, -1.92], [2.04, -6.37, -0.39], [0.06, 1.96, 2.14], [-8.01, 4.20, 2.17], [0.96, 1.96, 1.53], [-6.24, -1.13, 6.24], [3.30, -5.31, -2.25], [8.96, -1.85, 1.60], [-2.00, -1.52, -2.17], [2.36, -6.06, -6.51], [-8.33, -3.14, -2.21], [-0.28, 0.07, 0.87], [-3.43, -0.38, 6.13], [2.25, -2.95, -7.31], [-0.37, -0.35, -1.49], [-4.07, -1.54, -0.90], [11.46, -2.29, 3.00], [1.57, -6.14, -3.21], [0.09, 1.22, -6.13], [14.55, -2.15, 0.67], [-9.03, 6.93, -4.79], [-9.53, 9.60, 3.71], [-3.48, -2.22, -0.28], [0.04, 2.48, 4.41], [9.45, 2.25, -3.25], [-5.05, 0.12, 6.63], [1.58, 0.62, 1.47], [2.14, -3.97, -0.27], [12.21, 1.65, 2.67], [-1.04, 2.26, -5.25], [0.88, -9.25, 4.39], [2.70, -1.98, -0.58], [1.00, -6.36, 4.26], [-2.40, 1.44, 1.48], [-3.97, -2.40, 0.67], [-5.41, 8.45, 3.00], [2.77, -7.87, 4.53], [-1.42, 3.01, -5.93], [-2.40, 1.32, -4.63], [3.69, -5.46, -3.26], [0.89, -7.31, -1.40], [-5.34, 7.99, 5.30], [8.50, 6.43, 3.37], [9.71, -2.55, 3.03], [6.12, 0.95, -1.01], [-3.24, -5.59, -3.44], [-10.91, 4.80, 2.34], [8.82, 4.63, 1.11], [10.52, 1.53, 2.20], [3.15, -1.51, -7.78], [15.08, 0.12, 0.42], [12.39, 2.66, 4.11], [1.53, -1.73, -1.16], [6.31, 3.28, -1.12], [-3.29, -3.35, -3.01], [-11.75, -0.97, 5.73], [-5.18, -6.82, -5.22], [-0.18, -0.22, -2.56], [-13.06, 5.64, 1.93], [3.79, -3.59, 0.32], [0.28, -8.07, -6.72], [9.31, -2.05, 3.90], [14.97, -0.71, -0.27], [-7.37, -3.20, -1.72], [3.50, -1.52, -9.51], [-11.01, 6.74, 3.66], [4.08, -1.50, -7.24], [1.78, -5.54, -2.33], [-3.12, -7.67, -4.51], [2.24, -0.06, -7.33], [-10.07, -0.70, 6.19], [-11.32, 5.79, 2.20], [7.22, 1.49, 0.98], [2.16, 6.19, -0.88], [2.87, 1.85, 4.68], [-4.15, 2.98, 1.29], [-3.64, 6.93, 3.20], [0.94, 0.66, 6.49], [-0.19, 3.07, -3.93], [-3.64, 9.78, 3.77], [-3.99, -3.43, -2.18], [-7.89, 11.48, 2.21], [-3.47, -6.69, -4.80], [-2.36, 4.29, 2.06], [9.33, -4.27, 3.16], [-8.58, 4.63, -3.09], [3.81, -5.99, -1.57], [1.23, -6.30, -1.12], [1.92, -7.74, -6.18], [13.19, 2.28, 1.34], [0.14, -5.58, -0.60], [3.15, -3.22, -2.59], [1.47, 2.93, 6.21], [-2.52, -6.14, -6.18], [6.29, 4.73, 2.53], [-9.28, -4.55, -1.74], [-9.62, 0.99, 5.93], [2.47, 0.78, 1.00], [1.64, 0.35, -1.08], [0.81, 5.11, -1.23], [-5.49, 1.65, 5.88], [-1.28, -1.57, -1.34], [10.93, 0.45, -3.47], [2.08, -8.09, -4.46], [-6.32, 3.14, 0.06], [0.70, -1.30, 1.23], [-8.85, 10.00, 2.14], [-0.99, -5.56, 1.07], [-9.13, -1.65, -1.69], [-0.89, 0.56, -1.17], [3.07, -3.44, -0.47], [1.86, -7.86, 3.94], [0.73, -0.32, 0.76], [-5.12, -3.48, -2.36], [0.34, 5.43, -2.15], [2.32, -7.96, 2.23]], "multiplicity": 1, "homo_energy_ev": -8.31, "e_lumo_ev": 0.01}

# 2
{"formula": "C37H51ClO16S", "method": "the ωB97M-V functional and the def2-TZVPD basis", "species": ["H", "H", "H", "H", "H", "C", "O", "H", "C", "H", "C", "H", "C", "H", "C", "C", "H", "Cl", "H", "C", "C", "C", "C", "H", "H", "C", "H", "C", "C", "H", "H", "S", "H", "C", "H", "H", "H", "O", "C", "O", "O", "C", "O", "H", "H", "H", "C", "C", "O", "C", "H", "C", "O", "H", "C", "H", "H", "H", "C", "O", "O", "C", "O", "C", "H", "C", "H", "H", "H", "C", "H", "C", "C", "H", "H", "C", "O", "C", "H", "C", "C", "H", "H", "H", "C", "C", "O", "H", "C", "H", "H", "O", "O", "H", "C", "H", "H", "H", "O", "H", "H", "O", "C", "H", "H", "H"], "positions_angstrom": [[-2.98, -1.13, 1.11], [4.72, 2.59, 0.42], [-3.10, -2.69, 3.11], [0.93, -1.84, 5.70], [-1.94, 1.63, -1.67], [7.05, 0.85, -3.34], [-0.75, -3.99, 5.41], [5.75, 3.82, -4.03], [-6.58, 2.43, -8.04], [5.30, 2.39, -4.95], [1.00, 0.30, 6.12], [1.67, 1.12, 5.84], [-2.24, 4.15, -4.03], [-5.43, -4.45, 2.84], [5.71, 0.70, 0.92], [-0.68, 0.57, -0.25], [-3.90, 0.38, -1.35], [-3.89, 0.92, 1.87], [0.70, -5.75, 7.15], [1.21, -1.31, 0.79], [-1.47, 5.86, -2.72], [1.20, 0.15, 1.22], [0.63, -5.88, 6.07], [8.13, 3.31, -4.28], [-6.19, 2.53, -9.05], [-4.59, -5.05, 2.51], [7.44, 1.58, -0.07], [-3.16, -3.77, 1.27], [-4.70, 2.88, -6.68], [-6.00, 1.23, -6.31], [-1.17, 5.32, -5.48], [0.53, -3.29, -0.94], [-4.94, 1.02, -7.73], [-1.16, -7.39, 5.73], [-0.34, 3.81, -5.07], [5.38, 0.27, -0.03], [-1.57, -8.12, 5.04], [-1.47, 6.70, -1.87], [0.03, -0.45, -1.13], [-4.21, -4.62, 1.19], [-5.37, 4.05, -6.85], [-0.95, 4.62, -4.67], [-2.69, -3.19, 0.33], [1.52, -5.49, 5.58], [-3.04, 4.05, -4.76], [-2.69, -5.70, 3.28], [-5.54, 1.73, -7.17], [6.02, 1.90, -2.98], [2.11, 0.65, 1.79], [4.97, 1.98, 1.30], [-6.94, 4.57, -8.08], [-3.35, -4.84, 3.37], [-2.58, 5.16, -3.07], [-0.48, 1.60, 1.58], [0.36, -7.32, 5.68], [-7.39, 3.80, -6.55], [-2.60, -0.79, -1.15], [0.32, 6.21, -3.86], [-0.61, -5.17, 5.57], [0.14, -0.33, -2.30], [-1.37, 0.47, 3.52], [6.02, 2.79, -4.22], [5.81, 3.64, 2.86], [-0.28, 5.37, -3.52], [1.15, 0.10, 7.18], [-1.99, 1.21, -0.66], [-7.53, 1.91, -8.10], [0.32, 4.71, -2.89], [-2.20, 2.02, 0.04], [-2.71, -3.63, 2.71], [-2.12, 3.19, -3.51], [-3.62, -0.37, 0.66], [-0.43, 0.66, 5.75], [5.56, -0.05, 1.70], [6.37, 2.44, -2.10], [1.27, -0.90, 5.24], [7.21, -0.20, -2.79], [7.43, 2.61, -4.74], [0.70, -7.50, 4.66], [-0.09, 0.87, 0.89], [-6.68, 3.79, -7.38], [-1.54, -7.60, 6.73], [7.84, 0.35, 1.14], [1.66, -2.08, 1.41], [-3.07, 0.10, -0.70], [-0.52, 0.18, 4.32], [0.49, -0.68, 4.05], [-0.78, -3.66, -0.82], [0.63, -1.62, -0.34], [0.84, -8.05, 6.33], [2.32, -1.00, 4.97], [7.24, 2.18, 1.90], [-3.62, 2.82, -6.17], [4.08, 1.77, 1.88], [7.15, 1.16, 0.90], [-3.58, -4.70, 4.42], [-1.63, -3.65, 2.79], [-1.16, 0.11, 6.35], [-1.61, -6.07, 5.35], [-4.59, -0.83, 0.46], [5.05, 1.45, -2.80], [7.81, 1.28, -4.38], [6.01, 2.71, 2.13], [-0.62, 1.73, 5.82], [7.49, 2.73, -5.82], [-4.89, -6.09, 2.47]], "multiplicity": 1, "smiles": "O=C1C=C(S)C(=O)C(CCCCl)=C1.O=C1CCCO1.O=C1CCCO1.O=C1CCCO1.O=C1CCCO1.O=C1CCCO1.O=C1CCCO1.O=C1CCCO1", "homo_energy_ev": -9.07, "e_lumo_ev": -0.14}

# 3
{"formula": "C37H51F10InN6OS3Sb", "method": "the ωB97M-V functional and the def2-TZVPD basis", "species": ["C", "H", "H", "C", "F", "C", "H", "C", "H", "Sb", "C", "C", "H", "H", "C", "H", "H", "H", "C", "In", "C", "C", "C", "C", "H", "H", "H", "H", "N", "C", "F", "C", "C", "C", "H", "N", "H", "N", "F", "C", "H", "S", "H", "H", "F", "H", "F", "S", "N", "F", "H", "H", "H", "C", "C", "S", "C", "F", "C", "H", "F", "H", "O", "H", "H", "H", "H", "C", "H", "H", "C", "C", "F", "H", "H", "N", "C", "C", "C", "H", "H", "H", "C", "H", "H", "H", "H", "C", "H", "H", "H", "H", "H", "H", "C", "C", "H", "N", "F", "H", "C", "C", "C", "H", "C", "C", "H", "H", "C", "H"], "positions_angstrom": [[-2.65, -2.80, 1.60], [2.67, -2.58, -0.30], [0.12, -0.67, -5.40], [-0.25, 0.08, -4.70], [-0.38, 0.62, 2.13], [4.32, 0.35, 2.21], [3.06, -0.06, -1.88], [0.27, 3.94, -0.19], [-4.78, -2.66, -1.97], [2.82, -0.14, 0.69], [0.16, 0.11, 4.33], [5.79, 0.12, 1.86], [-2.17, 4.10, -4.11], [-1.42, -3.02, -3.78], [1.80, -2.46, -3.64], [4.02, -4.04, 1.23], [5.45, -0.54, -2.46], [5.03, 1.93, -0.62], [4.24, 1.65, -1.32], [-1.77, 0.26, -0.50], [-2.25, 3.35, 4.05], [-4.97, -1.28, 0.33], [-0.84, 5.55, -1.51], [-2.29, -1.79, -5.34], [1.60, 0.46, -3.64], [-5.55, -0.67, -0.37], [-3.74, -3.77, 0.06], [3.39, 2.31, -1.14], [-1.40, 4.54, -2.22], [-0.52, -0.19, 3.18], [-2.97, 2.00, 5.84], [-4.02, -1.87, -1.80], [1.13, -3.68, -4.27], [3.86, 0.18, -1.18], [1.22, 2.64, 1.05], [-3.75, -1.68, -0.37], [1.68, -2.41, 2.60], [-3.88, 0.70, 1.28], [-4.09, 0.26, 4.18], [-1.14, 3.21, -1.88], [4.74, -1.80, -1.46], [-1.99, -0.29, -4.36], [3.05, 1.99, 2.90], [-4.38, -0.94, -2.24], [-0.85, -2.65, 6.44], [4.04, -0.32, 3.03], [0.93, 1.20, 4.41], [0.71, -1.49, -2.57], [-0.26, 2.95, -0.87], [-2.73, 2.98, 0.51], [-3.37, -1.93, -5.27], [2.20, -1.80, -4.41], [-2.20, -3.94, -5.08], [-1.41, -2.18, 4.21], [2.82, -2.30, 0.74], [0.03, -3.33, -5.66], [-2.35, 4.80, -3.30], [-2.17, -3.28, 4.21], [-1.33, -1.37, 3.04], [-2.21, 5.82, -3.65], [0.71, -0.45, 6.55], [0.68, -2.35, 1.14], [-1.73, 2.32, -2.48], [0.14, 0.77, -2.70], [-3.52, -2.83, 2.26], [4.62, 1.86, -2.33], [4.98, -2.66, 0.69], [-4.73, -0.43, 1.58], [-2.21, -3.05, -0.48], [0.58, -4.25, -3.52], [4.09, 1.80, 2.64], [-3.50, 1.34, 3.65], [-1.55, 4.67, 2.23], [0.44, 6.12, 0.08], [-1.11, 6.55, -1.82], [1.12, 3.61, 0.81], [-2.92, 2.22, 4.53], [0.59, 0.10, -3.43], [-1.58, -3.07, -4.86], [5.85, -0.63, -0.75], [6.10, 0.79, 1.05], [2.64, -2.79, -3.02], [5.04, -0.75, -1.47], [4.38, 2.49, 1.84], [-2.08, -3.70, 1.84], [-3.11, -2.15, -2.32], [-5.58, -2.14, 0.61], [4.10, -2.95, 1.27], [-5.70, -0.07, 1.93], [1.52, -3.84, 1.58], [-4.33, -1.03, 2.39], [-0.19, 1.06, -5.18], [1.90, -4.34, -4.67], [4.28, -2.68, 2.32], [-3.44, 1.51, 2.24], [0.05, -0.73, 5.44], [6.00, -0.90, 1.56], [-1.87, -1.59, 1.85], [-1.69, 4.19, 4.90], [-2.05, -1.59, -6.38], [-0.75, -1.87, 5.37], [-2.77, 2.70, 1.81], [1.60, -2.75, 1.56], [6.42, 0.35, 2.72], [-2.18, 3.58, 2.68], [0.00, 5.31, -0.49], [4.70, 2.04, 3.51], [-3.37, 4.66, -2.96], [-3.09, -2.88, 0.15], [1.46, 4.31, 1.44]], "multiplicity": 1, "total_charge": 1, "homo_energy_ev": [-9.97, -9.97], "e_lumo_ev": [-4.49, -4.58]}

# 4
{"formula": "C37H52BCsN13O2", "method": "the ωB97M-V functional and the def2-TZVPD basis", "species": ["C", "N", "H", "C", "H", "H", "C", "C", "H", "H", "C", "H", "H", "H", "H", "H", "H", "H", "C", "N", "N", "H", "H", "N", "H", "C", "Cs", "N", "C", "C", "C", "H", "H", "C", "H", "C", "C", "H", "H", "H", "C", "H", "H", "H", "C", "H", "H", "N", "H", "H", "H", "C", "C", "H", "C", "O", "C", "N", "H", "H", "N", "H", "H", "H", "C", "C", "C", "N", "C", "H", "C", "H", "C", "H", "H", "C", "C", "C", "C", "C", "C", "N", "H", "N", "H", "H", "N", "N", "C", "H", "H", "B", "H", "H", "H", "C", "H", "C", "H", "H", "C", "C", "H", "O", "C", "H"], "positions_angstrom": [[2.28, -4.65, -3.70], [0.27, -1.28, 2.51], [-1.41, -5.94, -3.23], [1.24, -2.37, 4.24], [0.81, 4.16, 0.96], [-3.99, 4.85, -2.37], [-4.87, -0.12, 1.35], [-1.34, -1.88, -2.48], [-5.38, 0.80, 1.74], [-1.90, -2.58, -1.80], [0.31, 3.48, 2.88], [3.00, -2.55, 5.42], [5.70, 0.40, -0.24], [-5.92, -1.79, 0.38], [-3.87, -2.01, -2.50], [2.25, 3.17, -5.28], [-3.37, 6.64, -3.86], [-1.76, 0.52, 1.94], [0.56, -3.25, -2.85], [-0.01, 2.72, -2.83], [0.94, -1.15, 3.68], [-1.52, -4.79, -1.83], [-2.01, 0.84, 5.08], [0.05, -2.15, -2.39], [1.51, -1.87, 6.31], [-2.64, 5.84, -3.78], [0.75, 0.48, 0.08], [0.77, 1.51, 3.72], [1.13, -5.49, -3.31], [-0.61, 4.60, -4.30], [-3.29, -0.23, -0.36], [0.85, 5.03, -5.88], [-2.30, 1.96, 1.14], [-0.92, 3.60, -3.30], [6.22, 0.96, 2.49], [4.23, 0.75, 3.53], [4.66, 0.11, -0.09], [3.87, 1.75, 5.39], [-1.33, -2.38, 0.64], [-6.33, -0.16, -0.21], [1.89, -2.62, 5.59], [-1.66, -1.99, -3.56], [-2.36, 3.06, -1.81], [-1.36, 3.89, 4.34], [0.37, 4.59, 1.91], [1.69, -3.66, 5.86], [-1.20, 1.80, 6.35], [-3.60, 0.30, 0.88], [-2.38, -0.05, -2.84], [3.24, -4.93, -3.23], [4.51, -0.92, -0.48], [-0.61, -3.16, 1.11], [1.14, 2.62, -3.48], [4.55, 0.14, 5.48], [-1.62, -0.39, -2.15], [2.98, 1.19, -3.95], [-1.03, 1.14, 5.48], [0.02, -4.48, -3.18], [5.65, 1.47, 4.89], [-4.86, -0.91, 2.15], [-4.43, -0.84, -0.84], [2.48, -4.62, -4.76], [-5.59, -2.07, -2.02], [1.29, -6.04, -2.36], [-1.45, 5.73, -4.49], [0.62, 4.44, -4.98], [-4.72, -1.45, -2.12], [3.02, 0.36, 3.13], [2.77, -2.17, -3.25], [-3.15, 1.46, 2.62], [-5.51, -0.78, 0.17], [-0.71, 0.19, -2.30], [-1.34, -4.90, -2.93], [3.42, -1.98, -2.36], [2.16, -1.30, -3.47], [0.62, -3.31, 3.38], [5.11, 0.72, 2.48], [4.28, 0.28, 1.35], [-2.15, 3.74, -2.65], [-2.66, 1.11, 1.70], [4.62, 1.09, 4.95], [1.18, 2.43, 2.81], [3.45, -2.36, -4.11], [-2.10, -0.18, -0.79], [-0.37, 0.30, 5.74], [-2.02, -4.33, -3.56], [1.93, -3.34, -3.13], [3.04, 0.08, 1.78], [2.28, 1.63, -3.01], [0.08, -3.49, 0.32], [-4.93, -0.68, -2.84], [1.72, 0.23, 3.91], [0.54, -4.34, 3.52], [1.00, 5.39, 2.32], [4.07, 0.77, -0.71], [-0.60, 3.24, 3.94], [-0.63, 4.99, 1.70], [-0.29, 1.96, 4.43], [-1.26, 6.46, -5.28], [0.74, -6.19, -4.08], [0.11, -2.58, 2.25], [-3.03, 4.78, -2.87], [-1.22, -4.03, 1.39], [2.32, 1.42, -1.77], [1.43, 3.44, -4.62], [1.91, 0.13, 5.13]], "multiplicity": 1, "total_charge": -1, "homo_energy_ev": -5.36, "e_lumo_ev": 1.92}

no.,M (g mol⁻¹)
1,2929.72
2,819.32
3,1118.62
4,854.63